Here is an isolated molecule of C3H10N2S from OMol25. Energies are from wB97M-V/def2-TZVPD.

The geometry in XYZ format:
```
16
Properties=species:S:1:pos:R:3:forces:R:3:lowdin_charge:R:1
N 1.492632 1.257622 -1.502026 -0.5 0.8 1.0 0.0064
C 0.679423 0.107764 -1.203451 -1.1 -3.5 0.1 -0.3164
C -0.135298 0.244082 0.058723 -0.2 1.5 1.3 -0.4917
N 0.914816 0.572982 1.076383 -1.7 0.0 1.1 -0.0043
C -1.095780 -0.926728 0.467184 -1.1 1.5 -2.0 -0.4341
S -2.769035 -0.277855 1.208891 1.8 0.2 -0.1 0.6350
H 1.669699 1.808019 -0.639297 -1.0 -0.4 -0.4 0.0769
H 2.385353 0.879649 -1.553378 2.3 -0.6 -1.1 0.0307
H 1.235327 -0.971040 -1.079196 -0.6 2.5 -0.3 0.1608
H -0.065638 -0.112783 -1.967101 0.2 0.2 -0.6 0.0945
H -0.837469 1.145965 -0.044394 1.3 -0.7 0.1 0.1382
H 0.330628 0.777838 1.903537 1.2 -0.2 0.0 0.0760
H 1.598542 -0.193569 1.274003 -1.2 0.6 -0.3 0.0941
H -0.505694 -1.566072 1.081808 -0.3 -0.9 0.5 0.0558
H -1.479389 -1.322377 -0.496199 0.6 -0.5 0.7 0.0625
H -3.418123 -1.423499 1.414508 0.2 -0.3 -0.1 -0.1846
```
Positions in Å, forces in eV/Å.

Calculated total energy   -17087.2840 eV
HOMO level   -9.3 eV
ΔE to the lowest compared entry with this formula, charge and spin   30.4 kcal per mole
SMILES string   NC[C@H](N)CS
E_LUMO   0.862 eV